Entry from OMol25: a structure of composition C9H6DyN2O5 in a non-equilibrium geometry (ωB97M-V/def2-TZVPD).

```
! RIJCOSX wB97M-V def2-TZVPD def2/J DEFGRID3
* xyz 3 6
C -0.79 1.98 0.34
C 1.54 0.83 -1.14
C -1.87 -0.55 2.69
C -2.67 -1.87 1.07
C -2.94 -1.25 3.21
C 0.84 -1.95 -0.33
H -1.22 0.18 3.15
O 2.44 1.29 -1.69
H -3.34 -1.21 4.20
O 1.31 -3.00 -0.42
O -2.27 -0.37 -3.31
H -2.81 -3.65 -0.02
H -3.87 -2.30 -0.59
H -4.18 -2.69 2.24
Dy -0.55 -0.18 -0.27
C -2.88 -2.58 -0.22
H -2.11 -2.28 -0.94
O 1.81 0.30 2.63
O -1.17 3.03 0.61
N -1.74 -0.96 1.36
C -1.60 -0.26 -2.35
C 1.16 0.19 1.68
N -3.41 -2.06 2.17
*
```

## Properties
Kohn-Sham gap (alpha / beta): 6.02 / 6.21 eV
E_LUMO (alpha / beta): -0.520 / -0.514 Ha
HOMO (alpha / beta): -20.2 / -20.2 eV
Energy relative to the best compared isomer or geometry (same formula, charge and spin): 0.000 eV

Need the Mulliken charges? In units of e they are: atom 1 (C): 0.53, atom 2 (C): 0.39, atom 3 (C): -0.14, atom 4 (C): 0.38, atom 5 (C): -0.65, atom 6 (C): 0.50, atom 7 (H): 0.38, atom 8 (O): -0.04, atom 9 (H): 0.42, atom 10 (O): -0.01, atom 11 (O): -0.01, atom 12 (H): 0.39, atom 13 (H): 0.36, atom 14 (H): 0.21, atom 15 (Dy): 0.19, atom 16 (C): -1.00, atom 17 (H): 0.15, atom 18 (O): -0.05, atom 19 (O): -0.01, atom 20 (N): 0.17, atom 21 (C): 0.52, atom 22 (C): 0.32, atom 23 (N): 0.01



Entry from OMol25: a structure of composition C9H6I2NO3 in a non-equilibrium geometry (ωB97M-V/def2-TZVPD).

```
! RIJCOSX wB97M-V def2-TZVPD def2/J DEFGRID3
* xyz -1 1
N -3.16 0.17 -0.17
O -5.77 0.10 -3.02
I -5.60 1.65 0.89
H 0.72 -2.52 0.65
C 1.71 -0.62 0.58
C -0.83 0.44 0.28
H 2.36 1.51 0.51
O -3.64 -0.79 -2.98
H 0.27 2.42 0.12
C 0.21 1.28 0.28
C -0.68 -0.92 0.48
H -2.78 -0.67 -0.56
I -5.31 -1.92 -0.04
C 0.60 -1.42 0.60
C -4.71 -0.33 -2.90
C -4.53 0.31 -0.45
C 1.55 0.83 0.43
H 2.57 -1.15 1.07
C -2.27 1.01 0.35
H -1.49 -1.60 0.42
O -2.47 2.12 0.82
*
```

## Properties
Kohn-Sham gap: 6.27 eV
E_LUMO: 0.106 Ha
HOMO: -3.4 eV
Energy relative to the best compared isomer or geometry (same formula, charge and spin): 0.000 eV

Need the Mulliken charges? In units of e they are: atom 1 (N): 0.01, atom 2 (O): -0.39, atom 3 (I): -0.10, atom 4 (H): 0.31, atom 5 (C): -0.46, atom 6 (C): 0.48, atom 7 (H): 0.41, atom 8 (O): -0.46, atom 9 (H): 0.25, atom 10 (C): -0.25, atom 11 (C): -0.40, atom 12 (H): 0.24, atom 13 (I): -0.31, atom 14 (C): -0.45, atom 15 (C): 0.94, atom 16 (C): -0.76, atom 17 (C): -0.51, atom 18 (H): 0.25, atom 19 (C): 0.38, atom 20 (H): 0.44, atom 21 (O): -0.62



Entry from OMol25: a structure of composition C9H6N2O5Pd in a non-equilibrium geometry (ωB97M-V/def2-TZVPD).

```
! RIJCOSX wB97M-V def2-TZVPD def2/J DEFGRID3
* xyz 2 3
C -0.02 -2.83 -2.12
Pd 0.00 -0.95 -1.94
O -3.10 -0.25 -1.73
H 0.85 1.28 4.04
O 3.10 -0.24 -1.72
C -0.05 1.37 3.42
C 0.05 -0.96 2.45
H 0.12 -2.51 0.78
H -0.08 1.72 0.57
C 1.99 -0.32 -2.01
C 0.02 3.20 -1.31
C -1.99 -0.28 -1.99
H -0.09 2.38 3.00
O 0.00 -0.20 -5.08
H -0.92 1.21 4.05
C -0.01 -0.18 -3.94
N 0.01 -0.48 0.25
O 0.02 3.91 -2.21
H 0.08 -1.50 3.38
O -0.02 -3.96 -2.24
C -0.03 0.68 0.93
C 0.07 -1.51 1.16
N -0.01 0.42 2.27
*
```

## Properties
Kohn-Sham gap (alpha / beta): 8.10 / 4.04 eV
E_LUMO (alpha / beta): -0.301 / -0.450 Ha
HOMO (alpha / beta): -16.3 / -16.3 eV

Need the Mulliken charges? In units of e they are: atom 1 (C): 0.22, atom 2 (Pd): 0.67, atom 3 (O): -0.04, atom 4 (H): 0.35, atom 5 (O): -0.03, atom 6 (C): -0.83, atom 7 (C): -0.62, atom 8 (H): 0.44, atom 9 (H): 0.05, atom 10 (C): 0.31, atom 11 (C): 0.14, atom 12 (C): 0.32, atom 13 (H): 0.29, atom 14 (O): -0.05, atom 15 (H): 0.35, atom 16 (C): 0.31, atom 17 (N): 0.39, atom 18 (O): -0.11, atom 19 (H): 0.43, atom 20 (O): -0.04, atom 21 (C): -0.06, atom 22 (C): -0.55, atom 23 (N): 0.05



Entry from OMol25: a structure of composition C9H6N2O5SSc in a non-equilibrium geometry (ωB97M-V/def2-TZVPD).

```
! RIJCOSX wB97M-V def2-TZVPD def2/J DEFGRID3
* xyz 3 1
C -2.10 0.00 0.02
N -0.72 2.14 3.25
C -0.01 0.00 -2.11
C 0.00 -2.10 0.01
C -0.54 0.79 3.43
C -1.00 -0.76 5.31
H -1.45 -0.71 6.30
O 0.00 3.27 -0.01
C 2.10 0.00 0.00
O 0.00 0.00 -3.26
O 3.25 0.00 -0.01
H 0.04 -1.14 5.43
O -3.26 0.00 -0.01
Sc -0.02 0.02 0.26
C -1.35 2.73 4.33
S 0.42 -0.49 2.54
C 0.00 2.11 0.02
H -2.01 1.71 6.23
H -0.40 2.61 2.43
H -1.54 -1.53 4.74
H -1.59 3.79 4.38
N -1.04 0.54 4.67
O 0.00 -3.25 0.00
C -1.56 1.71 5.24
*
```

## Properties
Kohn-Sham gap: 5.00 eV
E_LUMO: -0.540 Ha
HOMO: -19.7 eV
Energy relative to the best compared isomer or geometry (same formula, charge and spin): 0.000 eV

Need the Mulliken charges? In units of e they are: atom 1 (C): 0.69, atom 2 (N): 0.20, atom 3 (C): 0.51, atom 4 (C): 0.55, atom 5 (C): 0.25, atom 6 (C): -0.86, atom 7 (H): 0.30, atom 8 (O): -0.04, atom 9 (C): 0.69, atom 10 (O): -0.05, atom 11 (O): -0.04, atom 12 (H): 0.40, atom 13 (O): -0.01, atom 14 (Sc): -0.97, atom 15 (C): -0.41, atom 16 (S): -0.08, atom 17 (C): 0.54, atom 18 (H): 0.44, atom 19 (H): 0.03, atom 20 (H): 0.37, atom 21 (H): 0.45, atom 22 (N): 0.16, atom 23 (O): -0.01, atom 24 (C): -0.09



Entry from OMol25: a structure of composition C9H6N5SbSe4Sn in a non-equilibrium geometry (ωB97M-V/def2-TZVPD).

```
! RIJCOSX wB97M-V def2-TZVPD def2/J DEFGRID3
* xyz -2 1
C -1.62 -0.18 0.46
H 1.35 0.76 -0.56
Se -6.42 -1.09 -3.51
Sn -0.97 -0.65 -2.61
Se -5.08 -1.00 0.44
C 3.70 1.33 -0.32
N 2.65 -1.76 -1.37
Sb -4.67 -0.77 -2.16
Se -3.11 1.17 -2.51
C 3.29 -0.79 -1.36
N -0.03 -0.09 3.78
N 5.56 0.88 -3.38
H 0.92 0.25 4.16
C 3.96 0.47 -1.42
N -0.62 0.13 -0.32
H -2.54 -0.33 0.10
C -0.28 0.13 2.38
C 4.83 0.74 -2.49
C -1.51 -0.27 1.82
N 3.43 2.06 0.52
H -0.81 0.22 4.29
Se -2.64 -2.44 -2.20
C 0.74 0.60 1.55
C 0.52 0.51 0.21
H 1.73 0.79 2.04
H -2.38 -0.67 2.48
*
```

## Properties
Kohn-Sham gap: 6.32 eV
E_LUMO: 0.158 Ha
HOMO: -2.0 eV

Need the Mulliken charges? In units of e they are: atom 1 (C): 0.41, atom 2 (H): 0.19, atom 3 (Se): -0.69, atom 4 (Sn): 0.38, atom 5 (Se): -0.71, atom 6 (C): 0.37, atom 7 (N): -0.54, atom 8 (Sb): 0.77, atom 9 (Se): -0.58, atom 10 (C): 0.21, atom 11 (N): -0.58, atom 12 (N): -0.61, atom 13 (H): 0.24, atom 14 (C): 0.08, atom 15 (N): -0.26, atom 16 (H): -0.16, atom 17 (C): 1.15, atom 18 (C): 0.22, atom 19 (C): -0.65, atom 20 (N): -0.62, atom 21 (H): 0.24, atom 22 (Se): -0.50, atom 23 (C): -0.37, atom 24 (C): -0.39, atom 25 (H): 0.18, atom 26 (H): 0.20



Entry from OMol25: a structure of composition C9H6NO2 in a non-equilibrium geometry (ωB97M-V/def2-TZVPD).

```
! RIJCOSX wB97M-V def2-TZVPD def2/J DEFGRID3
* xyz 1 1
O 4.72 -1.38 -0.44
H 3.75 2.23 -0.22
H -2.55 -0.96 -0.58
C 1.58 2.08 0.18
H 1.20 3.12 0.08
N -0.39 -0.91 0.05
C 2.93 0.26 0.07
H -2.27 -2.46 0.67
C 2.81 1.69 -0.21
H -1.67 -2.55 -1.01
C 0.67 0.98 0.62
C -2.02 -1.86 -0.36
C 1.61 -0.19 0.52
C 3.89 -0.65 -0.16
O 1.14 -2.62 0.62
C 0.87 -1.48 0.46
H 0.18 1.14 1.61
C -0.45 0.34 -0.14
*
```

## Properties
Kohn-Sham gap (alpha / beta): 6.40 / 6.41 eV
E_LUMO (alpha / beta): -0.233 / -0.233 Ha
HOMO (alpha / beta): -12.7 / -12.7 eV

Need the Mulliken charges? In units of e they are: atom 1 (O): -0.18, atom 2 (H): 0.39, atom 3 (H): 0.34, atom 4 (C): -0.65, atom 5 (H): 0.40, atom 6 (N): -0.05, atom 7 (C): 0.22, atom 8 (H): 0.28, atom 9 (C): -0.63, atom 10 (H): 0.31, atom 11 (C): 0.74, atom 12 (C): -0.52, atom 13 (C): -0.01, atom 14 (C): 0.54, atom 15 (O): -0.46, atom 16 (C): 0.25, atom 17 (H): 0.36, atom 18 (C): -0.35



Entry from OMol25: an isolated molecule of C9H6O2 in a non-equilibrium geometry (ωB97M-V/def2-TZVPD).

```
! RIJCOSX wB97M-V def2-TZVPD def2/J DEFGRID3
* xyz 0 1
C -2.00 -1.05 -0.31
O 2.37 -1.59 0.67
C -1.46 1.23 0.11
H -3.36 0.47 -0.34
H -1.65 2.21 0.23
C 2.20 0.99 0.13
H -0.50 -2.47 -0.30
C 1.06 1.76 0.20
H -2.62 -1.92 -0.45
H 0.85 2.74 0.37
H 3.27 -1.29 0.96
C -2.37 0.25 -0.23
C 0.28 -0.49 -0.14
C -0.12 0.87 0.15
C 1.91 -0.50 0.01
O 2.81 0.26 -0.85
C -0.69 -1.46 -0.20
*
```

## Properties
Kohn-Sham gap (alpha / beta): 7.57 / 7.53 eV
E_LUMO (alpha / beta): -0.018 / -0.026 Ha
Structure (SMILES): O[C@]12OC1=Cc1ccccc12
HOMO (alpha / beta): -8.1 / -8.2 eV
Energy relative to the best compared isomer or geometry (same formula, charge and spin): 5.114 eV

Need the Mulliken charges? In units of e they are: atom 1 (C): -0.39, atom 2 (O): -0.49, atom 3 (C): -0.65, atom 4 (H): 0.44, atom 5 (H): 0.52, atom 6 (C): 0.19, atom 7 (H): 0.50, atom 8 (C): -1.09, atom 9 (H): 0.34, atom 10 (H): 0.49, atom 11 (H): 0.37, atom 12 (C): -0.57, atom 13 (C): -0.08, atom 14 (C): 0.73, atom 15 (C): 0.41, atom 16 (O): -0.37, atom 17 (C): -0.34



Entry from OMol25: a cluster of 2 separate species, C9H6O7S in total (ωB97M-V/def2-TZVPD).

```
! RIJCOSX wB97M-V def2-TZVPD def2/J DEFGRID3
* xyz -2 1
O 1.28 3.70 -2.71
C -2.10 -1.53 1.56
O 2.20 1.57 -1.97
O 1.12 3.02 -0.37
H 3.63 -1.24 1.83
H 1.08 0.39 -1.16
H -4.04 -0.50 1.59
C -3.07 -0.51 1.11
C 0.98 -0.63 -0.70
H -0.26 -3.39 1.17
O -2.41 -2.37 2.40
O 3.28 3.65 -1.32
S 1.97 3.01 -1.60
C 2.94 -1.04 1.05
O 0.08 -2.53 1.43
O -1.15 1.07 -1.40
C -1.37 0.31 -0.49
H 1.02 -1.34 -1.52
C -2.73 0.33 0.15
C -0.36 -0.69 -0.01
H -3.43 1.07 -0.22
C -0.75 -1.55 0.95
C 2.11 -0.79 0.22
*
```

## Properties
Kohn-Sham gap: 3.52 eV
E_LUMO: 0.141 Ha
HOMO: 0.3 eV

Need the Mulliken charges? In units of e they are: atom 1 (O): -0.79, atom 2 (C): 0.62, atom 3 (O): -0.79, atom 4 (O): -0.77, atom 5 (H): 0.41, atom 6 (H): 0.02, atom 7 (H): 0.39, atom 8 (C): -0.45, atom 9 (C): 0.15, atom 10 (H): 0.28, atom 11 (O): -0.64, atom 12 (O): -0.78, atom 13 (S): 1.18, atom 14 (C): -0.18, atom 15 (O): -0.50, atom 16 (O): -0.45, atom 17 (C): 0.24, atom 18 (H): 0.33, atom 19 (C): -0.62, atom 20 (C): -0.12, atom 21 (H): 0.41, atom 22 (C): 0.50, atom 23 (C): -0.41



| no. | electronic energy (eV) |
| --- | --- |
| 1 | -46698.6224 |
| 2 | -33264.7746 |
| 3 | -26106.9888 |
| 4 | -54151.3438 |
| 5 | -290638.5441 |
| 6 | -15001.3793 |
| 7 | -13519.7842 |
| 8 | -34594.2994 |